# 1
Molecular formula: C42H60F3N5O5
Method: DFT, ωB97M-V with the def2-TZVPD basis set

- SMILES string: C=C[C@](COCCCCCN)(C[C@@H](O)C(F)(F)F)O[C@H](CC=O)CCCCCOCC.c1ccncc1.c1ccncc1.c1ccncc1.c1ccncc1
- M: 771.966 g mol⁻¹
- Lowest unoccupied orbital energy: 0.4 eV
- Max |F|: 0.0218 Eh/bohr
- Frontier orbital gap: 9.4 eV
- Highest occupied orbital energy: -8.93 eV

Atoms and positions in Å:
C1 0.12 -1.52 2.66
C2 0.51 -1.55 1.39
C3 1.87 -2.09 0.92
C4 2.88 -1.90 2.08
O1 3.03 -0.55 2.43
C5 3.37 -0.38 3.80
C6 4.22 0.88 4.05
C7 4.15 1.96 2.94
C8 5.39 1.95 2.02
C9 5.11 1.84 0.54
N1 4.70 3.12 -0.05
C10 2.42 -1.29 -0.30
C11 1.56 -0.13 -0.79
O2 1.61 0.97 0.10
C12 2.03 0.35 -2.18
F1 1.29 -0.32 -3.11
F2 1.79 1.64 -2.38
F3 3.30 0.10 -2.47
O3 1.95 -3.49 0.71
C13 0.94 -4.21 0.01
C14 0.52 -3.62 -1.35
C15 1.56 -3.93 -2.41
O4 1.81 -5.05 -2.76
C16 -0.27 -4.63 0.90
C17 -1.61 -4.01 0.52
C18 -2.59 -3.85 1.70
C19 -3.83 -3.05 1.28
C20 -3.51 -1.59 0.99
O5 -4.69 -0.82 0.91
C21 -4.66 0.13 -0.13
C22 -5.78 1.15 0.08
H1 -0.68 -0.86 2.96
H2 0.55 -2.16 3.43
H3 -0.22 -1.20 0.67
H4 3.84 -2.29 1.72
H5 2.57 -2.54 2.91
H6 3.92 -1.25 4.17
H7 2.44 -0.33 4.38
H8 3.93 1.31 5.01
H9 5.26 0.57 4.17
H10 4.12 2.93 3.44
H11 3.22 1.86 2.38
H12 5.96 2.87 2.21
H13 6.06 1.13 2.29
H14 4.36 1.06 0.38
H15 6.02 1.51 0.04
H16 4.72 3.04 -1.06
H17 3.72 3.28 0.18
H18 2.58 -1.96 -1.14
H19 3.40 -0.87 -0.06
H20 0.52 -0.43 -0.97
H21 0.72 1.14 0.42
H22 1.44 -5.14 -0.26
H23 0.33 -2.54 -1.33
H24 -0.39 -4.10 -1.70
H25 2.09 -3.06 -2.86
H26 -0.32 -5.71 0.96
H27 0.00 -4.29 1.91
H28 -2.11 -4.69 -0.19
H29 -1.51 -3.04 0.05
H30 -2.05 -3.31 2.49
H31 -2.90 -4.83 2.07
H32 -4.62 -3.11 2.03
H33 -4.20 -3.50 0.35
H34 -2.99 -1.53 0.03
H35 -2.81 -1.19 1.74
H36 -3.70 0.67 -0.16
H37 -4.78 -0.36 -1.11
H38 -5.54 2.10 -0.38
H39 -6.72 0.77 -0.33
H40 -5.93 1.28 1.15
C23 -10.61 4.35 0.19
C24 -10.60 2.97 0.06
C25 -9.51 2.28 0.55
N2 -8.47 2.85 1.14
C26 -8.49 4.18 1.26
C27 -9.54 4.97 0.81
H41 -11.45 4.94 -0.18
H42 -11.42 2.45 -0.42
H43 -9.46 1.19 0.47
H44 -7.63 4.63 1.75
H45 -9.50 6.05 0.94
C28 -2.92 -0.07 -5.12
C29 -4.02 0.57 -4.56
C30 -3.86 1.27 -3.38
N3 -2.70 1.37 -2.74
C31 -1.65 0.75 -3.28
C32 -1.71 0.02 -4.46
H46 -3.01 -0.62 -6.04
H47 -4.99 0.53 -5.04
H48 -4.70 1.79 -2.92
H49 -0.72 0.84 -2.74
H50 -0.82 -0.46 -4.85
C33 5.63 -3.75 -4.01
C34 6.97 -3.52 -3.75
C35 7.52 -4.06 -2.59
N4 6.83 -4.78 -1.71
C36 5.54 -5.00 -1.98
C37 4.90 -4.51 -3.11
H51 5.17 -3.35 -4.90
H52 7.59 -2.94 -4.42
H53 8.57 -3.90 -2.35
H54 5.00 -5.59 -1.25
H55 3.85 -4.72 -3.27
C38 1.64 7.21 0.68
C39 2.16 7.77 1.83
C40 2.43 6.94 2.91
N5 2.21 5.63 2.90
C41 1.71 5.10 1.78
C42 1.41 5.84 0.65
H56 1.41 7.83 -0.19
H57 2.35 8.83 1.90
H58 2.84 7.34 3.83
H59 1.54 4.03 1.80
H60 1.00 5.36 -0.23

=====

# 2
Molecular formula: C35H24MnN5O
Method: DFT, ωB97M-V with the def2-TZVPD basis set

- M: 585.549 g mol⁻¹
- Lowest unoccupied orbital energy (alpha / beta): -7.5 / -6.6 eV
- Charge: +2
- <S²>: 6.256
- 2S+1: 5
- Max |F|: 0.0333 Eh/bohr
- Frontier orbital gap (alpha / beta): 4.6 / 5.4 eV
- Highest occupied orbital energy (alpha / beta): -12.03 / -12.03 eV

Atoms and positions in Å:
Mn1 -2.03 -11.87 17.44
C1 -4.26 -11.94 20.89
C2 -3.27 -11.83 21.86
C3 -1.94 -11.89 21.49
C4 -1.55 -12.04 20.17
C5 -2.58 -12.08 19.26
C6 -3.91 -12.07 19.56
C7 -0.19 -12.12 19.66
C8 0.93 -12.46 20.45
C9 2.17 -12.56 19.86
C10 2.28 -12.31 18.45
C11 3.52 -12.42 17.77
C12 3.60 -12.13 16.44
C13 2.46 -11.72 15.73
C14 1.26 -11.62 16.39
C15 1.11 -11.95 17.75
N1 -0.10 -11.88 18.36
H1 -5.31 -11.96 21.16
H2 -3.50 -11.71 22.90
H3 -1.15 -11.77 22.21
H4 -4.67 -12.12 18.78
H5 0.83 -12.69 21.49
H6 3.04 -12.79 20.45
H7 4.41 -12.74 18.32
H8 4.58 -12.21 15.97
H9 2.56 -11.48 14.68
H10 0.38 -11.27 15.82
C16 0.56 -18.62 6.05
O1 -0.17 -19.08 7.15
C17 -0.30 -18.28 8.20
C18 0.18 -16.96 8.20
C19 -0.11 -16.13 9.26
C20 -0.79 -16.60 10.37
C21 -1.20 -17.95 10.40
C22 -0.96 -18.79 9.33
C23 -1.15 -15.76 11.50
N2 -1.58 -16.24 12.66
C24 -1.87 -15.14 13.43
C25 -1.60 -13.98 12.73
N3 -1.09 -14.39 11.51
C26 -1.68 -12.70 13.31
C27 -1.36 -11.53 12.63
C28 -1.45 -10.33 13.29
C29 -1.78 -10.37 14.65
N4 -2.05 -11.49 15.34
C30 -2.03 -12.64 14.67
C31 -2.40 -13.83 15.39
N5 -2.84 -13.66 16.68
C32 -3.39 -14.73 17.32
C33 -3.31 -16.02 16.76
C34 -2.74 -16.21 15.52
C35 -2.35 -15.10 14.77
H11 0.63 -19.45 5.36
H12 1.57 -18.32 6.32
H13 0.06 -17.78 5.54
H14 0.72 -16.59 7.33
H15 0.18 -15.10 9.20
H16 -1.75 -18.35 11.26
H17 -1.26 -19.83 9.35
H18 -0.77 -13.76 10.77
H19 -1.08 -11.55 11.61
H20 -1.14 -9.39 12.82
H21 -1.82 -9.47 15.23
H22 -3.79 -14.49 18.30
H23 -3.70 -16.87 17.34
H24 -2.63 -17.20 15.11

=====

# 3
Molecular formula: C4H6O2
Method: DFT, ωB97M-V with the def2-TZVPD basis set

- Relative energy (zero: lowest compared OMol25 entry of this formula, charge and spin): 6.382 eV
- M: 86.090 g mol⁻¹
- Lowest unoccupied orbital energy: 0.8 eV
- Max |F|: 0.0835 Eh/bohr
- Frontier orbital gap: 10.4 eV
- Highest occupied orbital energy: -9.54 eV

Atoms and positions in Å:
C1 -0.53 -1.58 2.09
C2 0.21 -1.37 1.04
C3 0.80 0.77 -1.15
C4 -0.35 0.66 -0.14
O1 -1.32 -1.92 1.01
O2 -1.40 0.20 -0.44
H1 -0.91 -1.57 3.08
H2 1.37 1.61 -0.83
H3 0.35 0.92 -2.17
H4 1.45 -0.20 -1.05
H5 -0.25 1.16 0.79
H6 -1.88 -1.26 0.72

=====

# 4
Molecular formula: C28H32ClKN6O5S7
Method: DFT, ωB97M-V with the def2-TZVPD basis set

- Relative energy (zero: lowest compared OMol25 entry of this formula, charge and spin): 0.785 eV
- M: 831.621 g mol⁻¹
- Lowest unoccupied orbital energy: 3.6 eV
- Charge: -2
- Max |F|: 0.0653 Eh/bohr
- Frontier orbital gap: 5.9 eV
- Highest occupied orbital energy: -2.25 eV

Atoms and positions in Å:
K1 -0.85 -1.24 -0.54
C1 -0.73 -1.74 4.27
C2 -0.45 -2.33 2.96
N1 0.28 -1.68 2.12
N2 0.88 -0.54 2.56
C3 0.41 0.62 2.27
S1 -1.13 0.99 1.61
S2 1.71 1.81 2.67
C4 0.58 3.08 3.25
C5 0.11 2.84 4.68
C6 0.98 3.08 5.77
C7 0.58 2.85 7.11
C8 -0.69 2.26 7.30
C9 -1.53 1.95 6.28
C10 -1.14 2.25 4.96
C11 -0.76 -3.78 2.62
C12 -0.47 -4.72 3.57
C13 -0.77 -6.06 3.44
C14 -1.34 -6.47 2.24
C15 -1.63 -5.57 1.24
C16 -1.37 -4.17 1.41
O1 -1.72 -3.28 0.61
H1 -1.45 -2.32 4.81
H2 -1.21 -0.74 4.01
H3 0.20 -1.51 4.74
H4 -0.29 3.02 2.61
H5 1.03 4.07 3.16
H6 1.96 3.51 5.68
H7 1.14 3.15 7.96
H8 -1.07 1.91 8.33
H9 -2.46 1.52 6.51
H10 -1.89 2.16 4.15
H11 -0.06 -4.40 4.54
H12 -0.62 -6.74 4.30
H13 -1.67 -7.46 2.14
H14 -2.14 -5.77 0.28
O2 -3.61 -2.04 -4.34
Cl1 -2.91 -0.77 -4.52
O3 -2.44 -0.71 -5.89
O4 -3.78 0.38 -4.29
O5 -1.78 -0.68 -3.62
C17 1.16 3.64 -0.58
C18 1.14 2.16 -0.91
S3 0.29 1.52 -2.38
C19 -1.29 2.40 -2.53
C20 -1.51 2.92 -4.01
S4 -0.17 3.84 -4.82
C21 -0.01 5.50 -4.02
C22 0.39 5.66 -2.54
S5 1.82 4.80 -1.85
H15 1.94 3.77 0.19
H16 0.27 4.15 -0.12
H17 0.78 1.58 -0.06
H18 2.13 1.85 -1.12
H19 -1.44 3.20 -1.78
H20 -2.08 1.71 -2.36
H21 -2.45 3.49 -4.03
H22 -1.62 2.01 -4.60
H23 -0.86 6.13 -4.24
H24 0.81 5.95 -4.61
H25 -0.46 5.39 -1.90
H26 0.56 6.74 -2.38
N3 1.57 -3.96 0.16
C23 1.41 -3.96 -1.25
N4 2.00 -3.14 -2.04
C24 1.79 -3.53 -3.35
C25 1.08 -4.65 -3.52
S6 0.69 -5.42 -1.95
C26 2.06 -2.52 -4.39
C27 2.37 -2.82 -5.70
S7 2.70 -1.33 -6.56
C28 2.32 -0.44 -5.12
N5 1.99 -1.19 -4.10
N6 2.46 0.92 -5.00
H27 1.72 -3.00 0.46
H28 0.82 -4.35 0.69
H29 0.57 -4.89 -4.48
H30 2.59 -3.81 -6.12
H31 2.39 1.55 -5.83
H32 2.21 1.46 -4.22

=====

# 5
Molecular formula: C16H26CoN6O6S
Method: DFT, ωB97M-V with the def2-TZVPD basis set

- M: 489.420 g mol⁻¹
- Lowest unoccupied orbital energy (alpha / beta): -4.0 / -6.7 eV
- Charge: +1
- <S²>: 6.115
- 2S+1: 5
- Max |F|: 0.0908 Eh/bohr
- Frontier orbital gap (alpha / beta): 5.5 / 5.2 eV
- Highest occupied orbital energy (alpha / beta): -9.54 / -11.97 eV

Atoms and positions in Å:
O1 1.38 -4.64 -1.69
H1 1.93 -4.65 -2.54
Co1 0.71 -0.70 -0.64
N1 1.64 0.34 0.71
N2 0.65 -1.96 0.67
N3 0.11 0.89 -1.32
N4 -0.62 -1.57 -1.72
O2 1.97 1.59 0.77
O3 0.48 2.14 -1.09
O4 -1.08 -2.74 -1.68
O5 -0.12 -2.98 0.75
C1 1.44 -1.71 1.77
C2 2.01 -0.42 1.80
C3 -0.81 0.71 -2.31
C4 -1.23 -0.62 -2.53
C5 2.92 0.09 2.87
H2 2.50 0.96 3.40
H3 3.90 0.38 2.46
H4 3.09 -0.69 3.61
C6 1.53 -2.72 2.83
H5 1.48 -3.72 2.38
H6 0.69 -2.61 3.54
H7 2.46 -2.60 3.38
C7 -1.33 1.86 -3.08
C8 -2.32 -1.04 -3.43
H8 -0.76 2.76 -2.82
H9 -2.40 2.01 -2.85
H10 -1.25 1.66 -4.16
H11 -2.46 -2.12 -3.32
H12 -2.03 -0.80 -4.45
H13 -3.25 -0.52 -3.17
H14 1.18 2.01 -0.29
H15 0.93 -3.75 -1.62
C9 2.24 -0.73 -1.58
H16 3.01 -0.78 -0.80
H17 2.45 0.21 -2.16
H18 2.16 -1.79 -2.02
O6 4.96 1.29 1.10
H19 5.46 2.01 1.48
H20 4.13 1.70 0.77
N5 -2.39 -1.96 0.23
C10 -2.49 -0.67 0.50
N6 -1.47 0.11 0.78
C11 -1.84 1.38 1.07
C12 -0.96 2.40 1.46
C13 -1.46 3.67 1.71
C14 -2.83 3.92 1.62
C15 -3.72 2.91 1.23
C16 -3.22 1.65 0.92
S1 -4.04 0.19 0.37
H21 -3.22 -2.51 0.13
H22 -1.44 -2.43 0.40
H23 0.09 2.14 1.58
H24 -0.76 4.45 1.99
H25 -3.20 4.92 1.86
H26 -4.79 3.09 1.16

=====

# 6
Molecular formula: C26H28N8ReS
Method: DFT, ωB97M-V with the def2-TZVPD basis set

- M: 670.840 g mol⁻¹
- Lowest unoccupied orbital energy (alpha / beta): -11.9 / -13.7 eV
- Charge: +4
- <S²>: 3.776
- 2S+1: 4
- Max |F|: 0.0190 Eh/bohr
- Frontier orbital gap (alpha / beta): 8.8 / 7.1 eV
- Highest occupied orbital energy (alpha / beta): -20.70 / -20.75 eV

Atoms and positions in Å:
Re1 -0.05 0.40 -0.05
C1 -1.16 0.51 2.74
N1 -1.72 0.77 1.39
C2 -2.17 2.17 1.21
C3 -2.15 2.55 -0.25
C4 -3.04 3.47 -0.77
C5 -2.87 3.92 -2.07
C6 -1.79 3.46 -2.81
C7 -0.95 2.52 -2.24
N2 -1.15 2.04 -1.00
C8 -2.87 -0.16 1.14
C9 -2.72 -1.06 -0.04
C10 -3.76 -1.91 -0.38
C11 -3.62 -2.79 -1.44
C12 -2.41 -2.80 -2.13
C13 -1.42 -1.93 -1.74
N3 -1.56 -1.05 -0.73
C14 -0.39 -0.78 2.70
C15 -0.36 -1.67 3.76
C16 0.36 -2.85 3.65
C17 1.02 -3.12 2.46
C18 0.95 -2.20 1.44
N4 0.27 -1.04 1.55
H1 -1.94 0.48 3.50
H2 -0.48 1.33 3.00
H3 -1.47 2.83 1.73
H4 -3.15 2.34 1.65
H5 -3.85 3.84 -0.15
H6 -3.56 4.64 -2.49
H7 -1.59 3.82 -3.81
H8 -0.10 2.15 -2.79
H9 -3.79 0.41 1.03
H10 -3.02 -0.80 2.02
H11 -4.68 -1.88 0.20
H12 -4.43 -3.46 -1.71
H13 -2.24 -3.48 -2.95
H14 -0.47 -1.96 -2.25
H15 -0.91 -1.43 4.67
H16 0.38 -3.55 4.47
H17 1.58 -4.04 2.32
H18 1.44 -2.39 0.49
C19 4.53 -1.14 0.18
C20 3.25 -0.50 -0.23
N5 2.63 0.40 0.43
N6 3.11 0.99 1.53
C21 2.47 2.12 1.89
N7 2.94 2.93 2.79
S1 0.97 2.49 1.10
C22 2.59 -0.74 -1.54
C23 3.33 -1.23 -2.60
C24 2.80 -1.20 -3.89
C25 1.53 -0.68 -4.07
C26 0.83 -0.25 -2.96
N8 1.32 -0.27 -1.71
H19 5.36 -0.43 0.09
H20 4.48 -1.46 1.22
H21 4.78 -2.00 -0.43
H22 4.02 0.75 1.93
H23 3.85 2.81 3.23
H24 2.45 3.78 3.02
H25 4.33 -1.59 -2.44
H26 3.38 -1.57 -4.73
H27 1.08 -0.62 -5.06
H28 -0.18 0.11 -3.09

=====

# 7
Molecular formula: C4H5N
Method: DFT, ωB97M-V with the def2-TZVPD basis set

- Relative energy (zero: lowest compared OMol25 entry of this formula, charge and spin): 3.839 eV
- M: 67.091 g mol⁻¹
- Lowest unoccupied orbital energy: 0.8 eV
- Max |F|: 0.0713 Eh/bohr
- Frontier orbital gap: 11.5 eV
- Highest occupied orbital energy: -10.66 eV

Atoms and positions in Å:
C1 1.74 0.54 0.78
C2 1.24 1.63 0.70
C3 -1.48 1.20 -0.90
C4 -0.81 -1.16 -0.36
N1 -1.07 0.13 -0.78
H1 2.00 -0.40 0.61
H2 0.73 2.60 0.61
H3 -0.47 -1.17 0.68
H4 -0.13 -1.77 -0.91
H5 -1.75 -1.60 -0.45

=====

# 8
Molecular formula: C27H19N3O9Sn
Method: DFT, ωB97M-V with the def2-TZVPD basis set

- Relative energy (zero: lowest compared OMol25 entry of this formula, charge and spin): 5.561 eV
- M: 648.172 g mol⁻¹
- Lowest unoccupied orbital energy: -1.3 eV
- Max |F|: 0.0354 Eh/bohr
- Frontier orbital gap: 6.1 eV
- Highest occupied orbital energy: -7.38 eV

Atoms and positions in Å:
Sn1 -0.25 -1.69 1.04
O1 -3.59 -0.20 3.48
C1 -2.83 -0.52 2.61
N1 -1.46 -0.57 2.67
C2 -0.87 -0.02 3.78
O2 -1.42 0.54 4.70
C3 0.64 -0.10 3.78
C4 1.32 0.59 4.78
C5 2.70 0.60 4.79
C6 3.36 -0.14 3.81
C7 2.61 -0.83 2.88
N2 1.28 -0.80 2.86
C8 -3.40 -0.94 1.27
C9 -4.76 -0.71 1.07
C10 -5.34 -1.08 -0.13
C11 -4.54 -1.69 -1.08
C12 -3.20 -1.90 -0.79
N3 -2.64 -1.51 0.35
H1 0.74 1.12 5.53
H2 3.25 1.15 5.53
H3 4.44 -0.17 3.77
H4 3.08 -1.44 2.12
H5 -5.33 -0.26 1.87
H6 -6.39 -0.90 -0.31
H7 -4.95 -2.01 -2.03
H8 -2.55 -2.40 -1.50
O3 4.51 -1.39 -3.16
C13 3.41 -1.74 -2.81
C14 2.18 -0.85 -2.96
O4 1.94 -0.25 -3.99
C15 1.34 -0.87 -1.76
C16 2.57 -2.55 -0.63
O5 2.73 -3.18 0.38
C17 3.06 -2.98 -2.02
O6 3.02 -4.11 -2.41
O7 0.16 0.49 -0.09
C18 -0.92 4.49 -1.69
C19 -0.38 3.10 -1.52
C20 0.62 2.81 -0.67
C21 1.14 1.45 -0.52
C22 2.52 1.36 0.07
C23 0.58 0.41 -1.45
C24 -0.44 0.83 -2.44
C25 -0.96 -0.14 -3.46
C26 -0.91 2.09 -2.39
C27 0.10 -2.09 -1.65
O8 0.22 -3.07 -2.30
O9 2.01 -1.34 -0.58
H9 -0.44 5.19 -1.01
H10 -1.99 4.50 -1.51
H11 -0.74 4.83 -2.71
H12 1.09 3.58 -0.08
H13 2.99 2.34 0.03
H14 3.16 0.66 -0.46
H15 2.46 1.06 1.11
H16 -1.36 -1.02 -2.96
H17 -0.16 -0.45 -4.13
H18 -1.74 0.33 -4.05
H19 -1.68 2.39 -3.08